71
Properties=species:S:1:pos:R:3:forces:R:3:lowdin_spin:R:1 method="wB97M-V/def2-TZVPD" total_charge=+1 homo_ev="-9.704 / -9.602" total_energy_ev=-58640.82409 s_squared=0.76 multiplicity=2 relative_energy_kcal_mol=47.8 gap_ev="6.721 / 5.639"
Ru -0.306482 0.056706 -0.810164 1.223 -0.016 0.133 0.7994
C -4.034264 1.793547 2.092660 0.109 -0.064 -0.295 -0.0001
C -3.333906 1.400667 0.941652 -0.234 0.208 0.215 0.0129
N -2.234447 0.696999 1.022814 0.151 0.336 0.865 0.0437
C -1.677302 0.315730 2.203856 0.303 -0.085 -0.086 0.0020
C -2.404725 0.538421 3.387954 -0.138 0.142 0.072 0.0004
C -3.584998 1.315547 3.290079 -0.005 -0.041 0.233 0.0061
C -1.974436 -0.024628 4.611276 -0.032 0.010 -0.100 0.0197
C -0.875377 -0.825062 4.588028 0.125 -0.064 -0.055 -0.0016
C -0.097148 -0.986458 3.419884 -0.004 -0.169 0.063 0.0225
C -0.373925 -0.349911 2.221577 -0.401 0.130 0.135 -0.0039
N 0.452282 -0.263629 1.115417 0.068 0.108 -0.220 0.0422
C 1.847568 -0.361504 1.160752 -0.206 0.207 -0.173 0.0004
C 2.661914 -0.582590 2.254582 0.212 -0.020 0.054 0.0075
C 4.070075 -0.661819 2.143177 -0.184 -0.002 0.097 -0.0003
C 4.708249 -0.494830 0.955297 0.007 0.011 -0.110 0.0073
C 3.936652 -0.158623 -0.181812 0.187 0.033 -0.010 0.0008
C 4.530993 0.155469 -1.429432 0.058 -0.055 0.091 -0.0007
C 3.767130 0.575341 -2.474565 -0.142 0.056 -0.040 -0.0012
C 2.375596 0.669761 -2.286761 0.112 0.016 -0.092 -0.0016
N 1.801795 0.349846 -1.155530 -0.200 -0.070 0.296 0.0010
C 2.538140 -0.076910 -0.079741 -0.186 0.088 -0.081 0.0063
H -4.928870 2.392409 2.008704 0.000 0.005 0.018 0.0000
H -3.685609 1.622536 -0.061497 -0.059 -0.020 0.036 0.0010
H -4.142018 1.514247 4.198685 0.025 0.007 -0.014 0.0002
H -2.546105 0.142988 5.513952 0.012 0.008 -0.005 0.0010
H -0.559458 -1.336762 5.487965 0.011 -0.009 -0.018 -0.0006
H 0.739840 -1.659910 3.476110 0.070 0.000 0.024 0.0011
H 2.254181 -0.669795 3.243328 -0.036 -0.035 0.033 0.0008
H 4.640376 -0.864300 3.040655 -0.011 0.003 -0.003 -0.0002
H 5.783995 -0.574421 0.870455 -0.013 0.009 -0.006 0.0004
H 5.606333 0.067487 -1.528837 -0.010 0.020 0.014 0.0000
H 4.198849 0.838362 -3.429615 -0.007 -0.012 0.007 -0.0001
H 1.714485 0.996171 -3.081938 0.007 -0.033 -0.019 -0.0001
C 0.658271 2.701939 1.113635 0.015 -0.139 -0.017 0.0002
C -0.006949 3.058592 -0.178279 -0.052 0.058 -0.139 0.0063
C -0.137140 4.449372 -0.414437 0.028 -0.016 0.047 0.0013
C -0.716584 4.915865 -1.543762 -0.005 0.075 -0.015 0.0020
C -1.171572 4.001422 -2.512308 -0.052 0.040 -0.042 0.0001
C -1.755117 4.450521 -3.715086 0.012 -0.058 0.020 -0.0004
C -2.155737 3.538827 -4.649458 -0.012 -0.021 -0.034 -0.0002
C -1.973301 2.169371 -4.417087 -0.024 -0.036 -0.052 -0.0004
C -1.402838 1.695495 -3.253611 0.050 0.182 0.160 0.0041
S -1.159298 -0.006628 -3.014446 0.215 -0.174 -0.090 -0.0009
C -1.009948 2.623182 -2.253938 0.171 -0.213 0.197 0.0024
N -0.438495 2.153849 -1.056295 -0.619 0.796 -0.229 0.0161
H 0.917937 3.614130 1.644407 0.013 -0.010 -0.003 -0.0001
H 1.572149 2.136364 0.945271 0.016 -0.024 -0.003 -0.0002
H 0.012221 2.111142 1.754209 -0.029 -0.034 0.036 -0.0001
H 0.237303 5.128359 0.337594 -0.006 -0.005 -0.004 0.0002
H -0.821424 5.979688 -1.721819 -0.010 -0.022 0.000 0.0002
H -1.866070 5.514693 -3.877653 0.000 -0.011 0.009 0.0000
H -2.604185 3.866566 -5.578066 0.000 -0.015 0.009 0.0000
H -2.280002 1.452859 -5.168974 0.014 0.009 0.005 -0.0002
O -2.865997 -1.360910 -0.204077 -0.001 0.158 0.172 -0.0065
C -2.013612 -0.582615 -0.260790 -0.249 -0.239 -1.138 -0.0065
C 1.240973 -4.831662 0.225256 0.009 -0.010 0.032 0.0000
C 0.023873 -4.434938 -0.618759 -0.053 0.150 -0.064 0.0011
C 0.011013 -5.179099 -1.961308 -0.004 0.023 -0.012 0.0011
C -1.285158 -4.675009 0.151190 0.020 0.027 0.022 0.0001
C 0.102802 -2.988485 -0.887637 0.409 -0.207 -0.230 0.0084
N 0.197350 -1.864497 -1.088345 -0.647 -0.940 0.310 0.0053
H 1.148689 -5.885321 0.489246 0.018 -0.001 -0.008 0.0000
H 1.292751 -4.248447 1.145423 -0.018 -0.015 -0.004 0.0000
H 2.169672 -4.692908 -0.328103 -0.013 0.006 -0.002 0.0000
H -0.142872 -6.239898 -1.763881 0.022 -0.001 -0.008 0.0002
H 0.956329 -5.057689 -2.489816 -0.010 0.010 0.006 0.0000
H -0.795661 -4.826379 -2.603563 -0.014 -0.018 0.023 0.0000
H -1.386535 -5.747326 0.318596 -0.022 0.013 0.018 0.0000
H -2.149408 -4.321467 -0.410383 0.007 -0.027 -0.018 0.0000
H -1.272812 -4.170036 1.118091 0.009 -0.009 -0.012 0.0000

76
Properties=species:S:1:pos:R:3:forces:R:3:mulliken_charge:R:1 method="wB97M-V/def2-TZVPD" total_charge=-1 homo_ev="-3.758 / -3.758" total_energy_ev=-150147.11394 gap_ev="5.889 / 5.885"
Ir -0.029089 -0.516157 -0.621186 1.544 0.918 1.625 1.0411
C 0.501729 3.038778 0.152617 -0.023 -0.110 0.003 -0.6113
C -0.818867 2.332553 0.506147 0.033 0.039 0.374 -1.5371
P -0.540838 0.675229 1.286884 -0.562 0.134 -2.225 0.9949
C -2.207732 0.113451 1.764180 0.110 -0.357 0.066 0.3589
C -2.316895 -1.206730 2.214369 -0.048 0.089 0.109 -0.3640
C -3.559613 -1.770046 2.455296 0.053 0.009 0.006 -0.5441
C -4.712214 -1.021156 2.235365 0.010 -0.010 0.003 -0.4680
C -4.609979 0.288142 1.793616 0.006 0.017 0.016 -0.7651
C -3.362102 0.857959 1.561969 0.006 0.013 -0.039 -0.5202
C 0.172842 1.208398 2.885043 0.698 -0.702 -0.034 0.3548
C 1.550123 1.425182 2.981546 -0.040 -0.041 0.078 0.0576
C 2.112298 1.883316 4.165578 -0.016 0.020 -0.059 -0.7993
C 1.309911 2.092268 5.277757 -0.016 0.002 -0.015 -0.6695
C -0.049650 1.825705 5.204081 -0.044 0.044 -0.045 -0.6628
C -0.617256 1.383242 4.015764 -0.086 0.161 0.036 -0.9701
C 1.184148 2.574364 -1.133653 0.308 0.036 0.051 -1.1516
P 1.713155 0.825680 -1.035776 -1.208 0.142 0.110 -0.1323
C 3.109984 0.860136 0.150354 0.184 -0.398 -0.135 0.2797
C 3.840575 1.995489 0.484865 0.110 0.091 -0.070 0.4744
C 4.968198 1.897320 1.293966 -0.066 0.031 -0.012 -0.9085
C 5.374684 0.663117 1.780998 -0.041 0.005 -0.005 -0.4711
C 4.640275 -0.475161 1.470168 -0.078 0.016 -0.039 -0.8044
C 3.513428 -0.374360 0.665785 0.105 0.031 -0.028 -0.3438
C 2.635962 0.578660 -2.589884 -0.045 -0.357 0.038 1.0346
C 3.685459 1.421274 -2.945375 -0.004 0.042 -0.023 -0.4844
C 4.344380 1.244158 -4.151041 0.019 0.005 -0.033 -0.7385
C 3.967391 0.215323 -5.006896 0.008 0.045 0.046 -0.5021
C 2.944728 -0.645743 -4.644101 -0.031 -0.021 -0.001 -0.5933
C 2.289246 -0.470689 -3.433986 -0.007 0.138 0.029 -0.2953
H 1.206990 2.922759 0.982037 -0.060 0.177 0.063 0.0510
H 0.302390 4.108494 0.071413 -0.014 0.026 -0.036 0.4686
H -1.420475 2.141275 -0.386734 0.012 0.054 -0.023 0.4758
H -1.384811 2.973166 1.190469 0.000 -0.014 0.016 0.7633
H -1.416742 -1.800362 2.336109 -0.025 -0.023 -0.007 0.3569
H -3.631966 -2.801424 2.785772 0.002 0.079 -0.031 0.4083
H -5.689182 -1.467221 2.388901 0.065 0.024 -0.005 0.3807
H -5.505322 0.866320 1.600462 0.040 -0.018 -0.015 0.3828
H -3.302652 1.870612 1.184701 -0.031 -0.049 -0.018 0.3528
H 2.186278 1.218407 2.128236 -0.171 0.071 0.344 0.7040
H 3.178411 2.072360 4.215596 -0.026 -0.037 -0.016 0.4732
H 1.743184 2.455905 6.201036 0.001 -0.029 0.017 0.3727
H -0.677573 1.966872 6.074294 -0.015 0.001 0.012 0.4077
H -1.680320 1.186928 3.966377 -0.004 -0.020 0.029 0.3960
H 2.046489 3.215223 -1.343511 -0.065 0.012 -0.046 0.6843
H 0.526824 2.633412 -1.998929 -0.066 -0.046 -0.035 0.3058
H 3.530937 2.971502 0.125522 0.055 -0.080 0.001 0.2685
H 5.534714 2.788933 1.536585 -0.035 -0.013 0.009 0.3993
H 6.260013 0.588972 2.401303 -0.028 0.001 0.000 0.3908
H 4.948172 -1.441146 1.852871 -0.029 0.027 -0.005 0.4293
H 2.918874 -1.251039 0.428606 0.019 0.021 0.015 0.3349
H 3.992940 2.223921 -2.283344 -0.033 -0.016 -0.048 0.2303
H 5.145833 1.918682 -4.432740 -0.043 -0.039 0.026 0.3764
H 4.466031 0.095532 -5.961273 -0.006 -0.004 0.024 0.3567
H 2.629697 -1.436578 -5.313312 0.017 0.022 0.028 0.3943
H 1.478076 -1.131435 -3.159763 -0.084 -0.005 -0.049 0.1259
Br -7.250784 -4.143867 -0.865496 0.046 -0.007 0.017 -0.2221
C -5.367105 -4.415669 -0.850209 -0.186 0.199 0.080 -0.4485
C -4.878395 -5.708399 -0.886099 -0.029 -0.005 0.015 -0.3359
C -3.508070 -5.890782 -0.849576 0.253 -0.009 0.014 -0.6009
C -2.657960 -4.793715 -0.798538 0.288 -0.330 -0.125 -0.5472
C -3.165402 -3.506888 -0.782998 0.154 0.137 -0.089 0.3890
C -4.535638 -3.311963 -0.790011 -0.355 0.141 0.171 -0.0355
C -2.194930 -2.364674 -0.731823 -1.237 -0.085 -0.016 0.8721
O -1.016296 -2.591882 -0.513170 1.609 -0.538 0.227 -0.8805
O -2.551328 -1.143689 -0.824333 -0.792 0.376 -0.281 -0.1311
H -5.553803 -6.551812 -0.929957 -0.013 0.021 -0.014 0.3949
H -3.101984 -6.894689 -0.863315 0.016 0.031 -0.015 0.3768
H -1.581217 -4.915007 -0.787350 -0.085 -0.061 0.023 0.4586
H -4.943187 -2.311830 -0.730277 -0.006 0.009 -0.140 0.4072
Te -3.736595 -0.277252 -2.397864 -0.164 0.109 0.046 -0.2673
F -0.401967 0.822915 -3.036828 -0.044 0.148 -0.621 -0.1850
B -0.488537 1.404959 -4.381411 -0.080 -0.039 0.027 0.3898
F 0.573154 2.344039 -4.493778 -0.199 -0.357 0.087 -0.4435
F -0.348708 0.368717 -5.326148 0.060 0.368 0.385 -0.3822
F -1.712376 2.071691 -4.535936 0.406 -0.266 0.131 -0.3582